No. 1
The following is a DFT calculation (ωB97M-V/def2-TZVPD) of a structure of composition C10H28N6O13 at a distorted geometry.

Geometry (Å):
C: -7.70 10.45 15.95
N: -7.57 11.18 17.17
O: -6.54 11.15 17.72
O: -8.50 11.96 17.40
H: -7.43 9.42 16.20
H: -6.94 10.82 15.26
H: -8.70 10.45 15.51
C: -6.43 14.07 12.32
N: -6.28 14.60 13.69
O: -5.33 15.38 13.89
O: -7.05 14.18 14.58
H: -7.41 13.60 12.25
H: -5.64 13.37 12.04
H: -6.28 14.94 11.68
C: -5.82 10.59 13.83
N: -5.10 11.80 13.44
O: -4.01 12.03 13.99
O: -5.32 12.37 12.38
H: -5.44 9.76 13.24
H: -6.86 10.85 13.62
H: -5.67 10.45 14.90
C: -3.03 11.99 11.73
N: -2.26 10.76 11.30
O: -1.80 10.12 12.28
O: -2.04 10.52 10.13
H: -2.46 12.40 12.56
H: -4.07 11.76 11.97
H: -3.05 12.62 10.84
C: -5.37 8.03 11.68
N: -4.52 9.11 11.15
O: -3.74 8.84 10.26
O: -4.56 10.24 11.66
H: -5.33 7.14 11.06
H: -6.36 8.48 11.76
H: -5.00 7.84 12.68
C: -3.98 10.96 16.32
N: -2.57 10.90 16.82
O: -2.19 9.86 17.48
O: -1.87 11.82 16.41
H: -4.15 12.00 16.05
H: -4.76 10.71 17.03
H: -4.01 10.50 15.33
C: -5.89 7.66 14.83
C: -7.14 8.07 13.95
O: -6.95 9.12 12.98
C: -8.21 9.66 12.50
C: -8.05 10.96 11.64
H: -5.29 7.20 14.04
H: -5.44 8.48 15.38
H: -6.10 6.83 15.50
H: -7.38 7.16 13.40
H: -7.92 8.33 14.66
H: -8.67 8.89 11.89
H: -8.84 9.97 13.33
H: -7.35 10.64 10.87
H: -7.58 11.76 12.20
H: -8.98 11.36 11.23

- total charge = 0
- Kohn-Sham gap (eV) = 9.0
- DFT total energy (eV) = -46351.818
- LUMO (eV) = -1.35

No. 2
The following is a DFT calculation (ωB97M-V/def2-TZVPD) of a structure of composition C21H25AlN7O2S2SbSe4.

Geometry (Å):
Al: 1.03 1.69 0.21
N: 4.12 3.78 -1.98
C: 3.10 3.36 -1.26
S: 3.18 1.73 -0.67
N: 2.10 4.22 -1.04
N: 1.14 3.69 -0.28
C: 0.11 4.39 0.00
C: -0.86 3.73 0.87
C: -2.05 4.31 1.27
C: -2.89 3.60 2.12
C: -2.51 2.34 2.55
C: -1.32 1.81 2.09
N: -0.51 2.49 1.27
H: 4.76 3.08 -2.36
H: 4.07 4.68 -2.43
H: -0.02 5.40 -0.37
H: -2.31 5.30 0.91
H: -3.83 4.03 2.44
H: -3.14 1.75 3.20
H: -0.98 0.82 2.37
O: -6.27 -3.79 -4.04
C: -5.02 -3.39 -4.41
O: -4.57 -3.75 -5.46
C: -4.29 -2.49 -3.45
C: -3.25 -1.73 -3.96
C: -2.56 -0.84 -3.16
C: -2.91 -0.71 -1.81
S: -2.20 0.48 -0.72
C: -3.92 -1.51 -1.28
C: -4.61 -2.39 -2.10
H: -6.53 -3.35 -3.23
H: -2.98 -1.85 -5.00
H: -1.75 -0.25 -3.57
H: -4.16 -1.44 -0.23
H: -5.37 -3.03 -1.65
C: 1.54 -3.64 1.25
C: 0.47 -2.92 0.45
N: 0.49 -1.49 0.75
C: 1.31 -0.89 1.63
N: 1.47 0.43 1.57
C: 2.26 1.07 2.63
C: 3.45 0.20 2.97
C: 2.92 -1.11 3.49
N: 1.89 -1.64 2.59
C: 1.57 -3.07 2.65
H: 2.51 -3.46 0.78
H: 1.35 -4.71 1.26
H: -0.52 -3.32 0.68
H: 0.66 -3.04 -0.62
H: 0.17 -0.88 0.01
H: 1.64 1.24 3.52
H: 2.60 2.05 2.27
H: 4.10 0.67 3.71
H: 4.03 0.03 2.05
H: 2.50 -0.99 4.49
H: 3.72 -1.85 3.55
H: 0.61 -3.21 3.16
H: 2.34 -3.55 3.25
Se: 5.25 0.85 -3.62
Sb: 3.57 -0.64 -2.78
Se: 3.76 -1.76 -0.67
Se: 1.79 -1.36 -4.21
Se: -0.21 0.83 -1.65

- total charge = 0
- Kohn-Sham gap (eV) = 5.6
- DFT total energy (eV) = -332905.358
- LUMO (eV) = -1.59

No. 3
The following is a DFT calculation (ωB97M-V/def2-TZVPD) of a structure of composition H14O7Pt at a distorted geometry.

Geometry (Å):
Pt: -0.06 0.08 -0.09
O: -0.32 0.10 2.25
H: 0.53 -0.13 2.65
H: -0.96 0.08 2.99
O: -1.08 -1.11 -1.92
H: -1.97 -0.80 -2.12
H: -0.95 -1.88 -2.50
O: 0.89 -2.04 0.34
H: 1.79 -2.37 0.22
H: 0.32 -2.80 0.13
O: 2.03 0.78 0.81
H: 2.81 0.27 0.53
H: 2.40 1.54 1.30
O: -2.37 -0.35 0.26
H: -2.56 -1.30 0.18
H: -3.00 -0.03 0.92
O: 1.15 0.71 -1.87
H: 1.94 1.25 -1.70
H: 1.38 0.15 -2.63
O: -0.52 2.26 -0.01
H: -0.09 2.94 0.54
H: -1.36 2.65 -0.30

- total charge = +2
- Kohn-Sham gap (alpha / beta) (eV) = 10.6 / 8.8
- <S²> = 2.002
- DFT total energy (eV) = -17788.414
- multiplicity = 3
- LUMO (alpha / beta) (eV) = -7.05 / -8.68

No. 4
The following is a DFT calculation (ωB97M-V/def2-TZVPD) of a structure of composition C66H66N6O3P5S2SiZr at a distorted geometry.

Geometry (Å):
Zr: 0.00 -0.19 -0.20
C: -6.32 -1.53 2.47
C: -5.61 -2.72 2.46
C: -4.26 -2.73 2.15
C: -3.61 -1.55 1.84
C: -4.32 -0.35 1.86
C: -5.66 -0.34 2.18
P: -1.78 -1.44 1.63
C: -1.43 -3.23 1.48
C: -0.80 -3.96 2.48
C: -0.65 -5.33 2.35
C: -1.12 -5.98 1.22
C: -1.74 -5.26 0.22
C: -1.89 -3.89 0.34
C: -1.35 -1.16 3.39
C: -2.29 -1.10 4.42
C: -1.87 -0.92 5.73
C: -0.53 -0.79 6.02
C: 0.40 -0.81 5.00
C: 0.01 -1.00 3.68
Si: 1.18 -0.92 2.17
C: 2.66 0.18 2.74
C: 3.67 -0.23 3.59
C: 4.79 0.56 3.82
C: 4.91 1.78 3.17
C: 3.91 2.21 2.31
C: 2.80 1.41 2.10
P: 1.36 1.91 1.08
C: 2.09 3.36 0.21
C: 1.90 4.71 0.52
C: 2.56 5.68 -0.21
C: 3.39 5.33 -1.26
C: 3.54 4.00 -1.60
C: 2.90 3.02 -0.87
C: 0.40 2.58 2.51
C: -0.83 2.00 2.79
C: -1.56 2.39 3.90
C: -1.07 3.37 4.74
C: 0.16 3.94 4.48
C: 0.90 3.54 3.38
C: 2.33 -2.45 2.11
C: 2.50 -3.51 2.98
C: 3.49 -4.46 2.75
C: 4.33 -4.32 1.66
C: 4.19 -3.26 0.78
C: 3.18 -2.34 1.00
P: 2.75 -0.98 -0.15
C: 4.24 -1.05 -1.23
C: 4.53 -2.01 -2.19
C: 5.75 -1.97 -2.85
C: 6.68 -0.98 -2.56
C: 6.39 -0.02 -1.61
C: 5.17 -0.05 -0.95
C: 1.32 -1.85 -1.04
C: 0.19 -2.39 -3.61
C: 0.69 -3.78 -3.82
C: 0.98 -4.63 -2.82
C: 0.94 -4.38 -1.41
C: 1.09 -3.24 -0.70
H: -7.37 -1.52 2.72
H: -6.10 -3.65 2.72
H: -3.72 -3.67 2.17
H: -3.80 0.58 1.64
H: -6.21 0.59 2.23
H: -0.46 -3.46 3.37
H: -0.17 -5.89 3.15
H: -1.01 -7.05 1.14
H: -2.11 -5.76 -0.66
H: -2.42 -3.34 -0.43
H: -3.34 -1.20 4.21
H: -2.60 -0.89 6.52
H: -0.20 -0.67 7.04
H: 1.46 -0.70 5.21
H: 3.61 -1.20 4.06
H: 5.56 0.22 4.49
H: 5.79 2.39 3.33
H: 4.03 3.16 1.81
H: 1.25 5.00 1.33
H: 2.43 6.72 0.07
H: 3.91 6.10 -1.81
H: 4.17 3.72 -2.44
H: 3.02 1.97 -1.14
H: -1.24 1.23 2.14
H: -2.51 1.91 4.10
H: -1.64 3.67 5.61
H: 0.55 4.70 5.14
H: 1.89 3.96 3.22
H: 1.87 -3.61 3.85
H: 3.61 -5.29 3.42
H: 5.10 -5.06 1.47
H: 4.85 -3.16 -0.06
H: 3.82 -2.79 -2.41
H: 5.98 -2.73 -3.59
H: 7.64 -0.98 -3.07
H: 7.11 0.75 -1.38
H: 4.95 0.70 -0.19
H: 0.14 -1.92 -4.60
H: 0.80 -4.10 -4.84
H: 1.27 -5.64 -3.09
H: 0.83 -5.28 -0.81
H: 1.06 -3.40 0.38
C: -2.46 0.54 -4.80
N: -1.11 0.63 -4.25
C: -0.09 0.52 -5.29
P: -0.70 1.65 -2.98
O: 0.22 1.15 -1.93
O: -2.15 2.01 -2.39
P: -2.63 2.13 -0.84
O: -1.75 1.25 -0.01
N: -2.53 3.73 -0.43
C: -3.19 4.70 -1.29
C: -1.26 4.23 0.07
N: -4.23 1.81 -1.00
C: -5.22 2.47 -0.16
C: -4.68 0.52 -1.50
N: -0.13 3.13 -3.51
C: -0.97 3.91 -4.40
C: 1.28 3.18 -3.87
H: -2.52 1.05 -5.76
H: -3.19 0.97 -4.12
H: -2.71 -0.52 -4.95
H: -0.10 1.38 -5.97
H: -0.31 -0.37 -5.90
H: 0.89 0.43 -4.84
H: -4.10 4.27 -1.71
H: -2.54 5.02 -2.10
H: -3.45 5.57 -0.69
H: -0.87 3.54 0.81
H: -1.44 5.20 0.54
H: -0.53 4.36 -0.73
H: -4.74 3.23 0.46
H: -5.71 1.74 0.49
H: -5.98 2.94 -0.78
H: -3.91 0.06 -2.11
H: -5.58 0.66 -2.09
H: -4.91 -0.17 -0.68
H: -1.99 3.87 -4.05
H: -0.93 3.56 -5.43
H: -0.62 4.95 -4.38
H: 1.83 2.48 -3.25
H: 1.66 4.19 -3.69
H: 1.45 2.93 -4.92
S: -1.73 -1.27 -1.79
C: -1.20 -2.33 -3.04
S: 1.48 -1.37 -2.78
C: -2.17 -3.07 -3.69
C: -3.51 -3.01 -3.28
N: -4.61 -2.92 -2.96
C: -1.93 -3.82 -4.85
N: -1.82 -4.38 -5.85

- total charge = +1
- Kohn-Sham gap (eV) = 6.5
- DFT total energy (eV) = -161870.627
- LUMO (eV) = -2.60